[1]
Density functional theory data (ωB97M-V/def2-TZVPD) for a 2-piece molecular cluster, C5H11NO overall.

The geometry in ORCA input format:
```
! wB97M-V def2-TZVPD RIJCOSX def2/J DEFGRID3
* xyz -1 2
C 1.12 -0.73 -2.12
C 0.65 -0.87 -0.87
N -0.60 -0.47 -0.45
C -1.02 -0.91 0.86
C 0.44 -0.14 2.79
C -0.54 0.04 1.92
H 0.83 0.04 -2.79
H 1.95 -1.38 -2.38
H 1.23 -1.37 -0.10
H -1.28 -0.40 -1.18
H -2.10 -1.02 0.83
H -0.55 -1.87 1.12
H 0.70 0.66 3.48
H 1.03 -1.04 2.86
H -0.94 1.04 1.77
H 0.37 2.58 -2.40
H 0.16 2.90 -0.91
O -0.16 2.32 -1.62
*
```

## Properties
- ΔE to the lowest compared entry with this formula, charge and spin: 230.54 kJ/mol
- Gap between HOMO and LUMO (spin up / spin down): 2.48 / 7.99 eV
- LUMO level (spin up / spin down): 3.684 / 3.528 eV

=====

[2]
Density functional theory data (ωB97M-V/def2-TZVPD) for C3H4N2 as an isolated structure.

The geometry in ORCA input format:
```
! wB97M-V def2-TZVPD RIJCOSX def2/J DEFGRID3
* xyz 0 1
N 2.63 -0.48 -0.22
C 1.53 -0.11 -0.24
C 0.19 0.44 -0.13
C -1.29 -0.44 -0.09
N -0.54 0.08 1.03
H 0.08 1.44 -0.52
H -2.01 0.34 -0.36
H -0.46 -0.49 -0.98
H -0.05 -0.67 1.52
*
```

## Properties
- ΔE to the lowest compared entry with this formula, charge and spin: 432.97 kJ/mol
- Gap between HOMO and LUMO: 10.40 eV
- LUMO level: 0.688 eV

=====

[3]
Density functional theory data (ωB97M-V/def2-TZVPD) for C46H52ClGe2NO4P2Pb as an isolated structure.

The geometry in ORCA input format:
```
! wB97M-V def2-TZVPD RIJCOSX def2/J DEFGRID3
* xyz 0 1
Pb 0.90 -0.64 1.16
C -0.58 -3.85 1.22
P -1.41 -2.25 0.80
C -2.71 -2.23 2.09
C -2.25 -2.03 3.40
C -3.14 -2.06 4.46
C -4.49 -2.25 4.23
C -4.95 -2.41 2.93
C -4.07 -2.40 1.86
C -2.35 -2.56 -0.73
C -3.16 -1.52 -1.18
C -3.91 -1.67 -2.34
C -3.85 -2.85 -3.06
C -3.02 -3.87 -2.63
C -2.26 -3.73 -1.48
C 0.79 -3.90 0.60
C 1.50 -4.99 0.14
C 2.77 -4.50 -0.25
C 2.76 -3.14 -0.02
C 3.83 -2.13 -0.29
P 3.67 -0.82 1.00
C 5.01 0.37 0.67
C 5.34 0.72 -0.64
C 6.29 1.70 -0.88
C 6.92 2.34 0.18
C 6.58 2.00 1.48
C 5.63 1.03 1.73
C 4.29 -1.71 2.47
C 5.61 -2.12 2.58
C 6.04 -2.78 3.72
C 5.15 -3.06 4.75
C 3.82 -2.66 4.64
C 3.40 -1.98 3.51
N 1.55 -2.77 0.50
H -1.19 -4.70 0.92
H -0.50 -3.87 2.31
H -1.20 -1.86 3.57
H -2.78 -1.94 5.48
H -5.19 -2.29 5.06
H -6.01 -2.54 2.75
H -4.44 -2.51 0.86
H -3.19 -0.59 -0.63
H -4.53 -0.85 -2.69
H -4.44 -2.97 -3.96
H -2.94 -4.79 -3.21
H -1.59 -4.53 -1.18
H 1.16 -6.01 0.11
H 3.60 -5.07 -0.65
H 3.67 -1.65 -1.27
H 4.82 -2.58 -0.28
H 4.85 0.23 -1.47
H 6.53 1.97 -1.90
H 7.66 3.10 -0.01
H 7.06 2.50 2.31
H 5.35 0.77 2.74
H 6.31 -1.91 1.78
H 7.07 -3.09 3.81
H 5.49 -3.58 5.63
H 3.12 -2.87 5.44
H 2.37 -1.65 3.43
O 1.41 5.03 1.25
Cl 1.04 3.76 1.74
O 2.15 3.03 2.21
O 0.02 3.84 2.72
O 0.46 2.97 0.58
C 1.55 1.93 -3.62
C 2.01 1.24 -2.33
Ge 0.59 0.12 -1.43
C 0.46 -1.50 -2.62
C -0.40 -1.44 -3.88
C -1.02 1.20 -1.92
C -1.67 2.31 -1.53
Ge -1.49 3.29 0.21
C -2.37 2.20 1.65
C -3.80 1.79 1.30
C -1.53 5.29 0.43
C -2.92 5.90 0.59
C -2.80 2.82 -2.34
C -3.79 3.62 -1.76
C -4.86 4.11 -2.49
C -4.98 3.79 -3.83
C -4.01 2.99 -4.43
C -2.93 2.53 -3.70
H 2.37 2.47 -4.09
H 0.75 2.64 -3.40
H 1.17 1.20 -4.33
H 2.37 1.99 -1.62
H 2.84 0.57 -2.55
H 0.09 -2.32 -1.99
H 1.48 -1.77 -2.88
H -1.41 -1.11 -3.66
H -0.47 -2.42 -4.35
H 0.03 -0.75 -4.62
H -1.43 0.79 -2.84
H -2.33 2.74 2.60
H -1.75 1.31 1.75
H -4.49 2.63 1.38
H -4.14 1.00 1.97
H -3.86 1.41 0.28
H -1.00 5.75 -0.41
H -0.94 5.49 1.33
H -3.47 5.86 -0.35
H -2.84 6.94 0.88
H -3.50 5.38 1.35
H -3.72 3.85 -0.70
H -5.60 4.74 -2.01
H -5.81 4.15 -4.42
H -4.09 2.73 -5.48
H -2.17 1.93 -4.19
*
```

## Properties
- Gap between HOMO and LUMO: 7.57 eV
- LUMO level: 0.390 eV

=====

[4]
Density functional theory data (ωB97M-V/def2-TZVPD) for one molecule with the formula C5H12OS2.

The geometry in ORCA input format:
```
! wB97M-V def2-TZVPD RIJCOSX def2/J DEFGRID3
* xyz 0 1
C -1.02 -1.46 -1.34
C 0.27 0.97 -0.98
C 2.12 -0.60 1.52
C -2.34 0.95 0.38
C -0.21 -0.60 -0.41
O -2.07 -1.65 1.13
S 1.35 -1.51 0.07
S -1.28 -0.41 1.11
H -1.80 -1.90 -0.69
H -0.39 -2.26 -1.79
H -1.50 -0.93 -2.17
H 1.18 0.98 -1.60
H -0.55 1.44 -1.56
H 0.60 1.47 -0.11
H 1.46 -0.59 2.42
H 2.58 0.34 1.20
H 2.95 -1.33 1.77
H -2.85 0.54 -0.51
H -1.97 1.89 0.21
H -3.07 1.00 1.19
*
```

## Properties
- ΔE to the lowest compared entry with this formula, charge and spin: 199.59 kJ/mol
- Gap between HOMO and LUMO: 9.39 eV
- LUMO level: 0.706 eV

=====

[5]
Density functional theory data (ωB97M-V/def2-TZVPD) for C45H59MnN5OPTe2 as an isolated structure.

The geometry in ORCA input format:
```
! wB97M-V def2-TZVPD RIJCOSX def2/J DEFGRID3
* xyz -2 5
Mn 15.65 12.09 12.64
N 18.12 14.22 12.10
C 18.52 13.10 12.83
C 19.84 12.90 13.15
C 20.26 11.57 13.34
C 19.46 10.51 13.58
C 17.94 10.80 13.48
N 17.67 12.05 12.86
C 16.87 14.90 12.13
C 16.85 16.14 11.39
C 15.62 16.46 10.92
C 14.43 15.75 11.14
C 14.49 14.50 11.84
N 15.78 14.16 12.31
H 18.96 14.72 11.96
H 20.45 13.71 13.31
H 21.31 11.51 13.14
H 19.97 9.64 13.73
H 17.28 10.18 13.43
H 17.66 16.53 11.18
H 15.55 17.54 10.63
H 13.58 15.78 10.59
H 6.46 17.82 11.56
Te 12.90 11.74 13.28
C 7.70 10.44 18.61
C 9.11 10.56 18.19
C 9.91 11.63 18.43
C 11.26 11.77 17.85
C 12.13 12.88 18.35
C 11.66 10.76 16.93
Te 13.63 11.32 15.96
N 15.59 11.44 14.99
C 16.68 11.59 15.63
O 17.84 11.41 15.09
C 16.75 12.22 17.05
C 15.86 13.14 17.46
C 15.83 13.67 18.82
C 16.85 13.43 19.66
C 17.81 12.38 19.26
C 17.59 11.74 18.03
C 14.52 9.36 16.27
C 14.94 8.67 15.14
C 15.58 7.46 15.25
C 15.94 7.02 16.57
C 15.53 7.72 17.69
C 14.77 8.87 17.56
C 14.46 9.60 18.82
C 10.88 9.61 16.71
C 11.25 8.58 15.66
C 9.63 9.50 17.34
H 7.55 10.58 19.73
H 7.25 9.42 18.32
H 7.08 11.24 18.08
H 9.53 12.39 19.19
H 11.83 13.11 19.47
H 11.64 14.15 17.71
H 13.18 12.94 17.97
H 15.28 13.58 16.51
H 14.85 14.10 19.14
H 16.81 13.59 20.59
H 18.38 12.15 19.92
H 18.25 10.84 17.87
H 14.81 9.12 14.14
H 15.89 7.03 14.27
H 16.54 6.26 16.55
H 15.94 7.22 18.53
H 14.78 9.08 19.71
H 13.40 9.84 19.05
H 15.05 10.56 18.88
H 10.28 8.21 15.16
H 11.41 7.65 16.15
H 12.58 9.22 15.05
H 8.98 8.64 17.09
C 16.50 7.51 11.35
C 15.74 7.90 10.13
C 14.30 7.42 10.34
C 16.44 7.22 8.96
P 15.71 9.81 10.11
N 15.39 10.45 11.42
C 14.30 10.19 8.65
C 14.25 9.12 7.58
C 14.60 11.54 8.03
C 12.97 10.15 9.34
C 17.37 10.43 9.32
C 17.56 12.10 9.45
C 17.73 10.19 7.92
C 18.61 9.73 10.07
H 16.36 6.24 11.35
H 15.76 7.60 12.25
H 17.37 8.23 11.47
H 14.52 6.37 10.86
H 13.71 7.17 9.41
H 13.60 8.53 10.56
H 16.26 6.16 8.93
H 17.55 7.33 9.06
H 16.17 7.66 7.97
H 15.21 9.01 6.96
H 13.46 9.31 6.90
H 14.02 8.18 8.03
H 15.55 11.73 7.62
H 14.57 12.48 8.70
H 13.35 11.62 7.03
H 12.43 9.39 9.20
H 12.35 10.85 8.95
H 13.06 10.27 10.38
H 16.78 12.37 9.66
H 17.42 12.45 7.92
H 18.58 12.34 10.29
H 16.98 10.73 7.20
H 17.28 9.45 7.40
H 18.52 10.58 7.56
H 18.49 10.18 10.99
H 19.79 10.42 9.24
H 18.60 8.86 9.34
*
```

## Properties
- Gap between HOMO and LUMO (spin up / spin down): 4.93 / 4.84 eV
- LUMO level (spin up / spin down): 3.937 / 3.937 eV

=====

[6]
Density functional theory data (ωB97M-V/def2-TZVPD) for C44H41ClMoN2O7P2S as an isolated structure.

The geometry in ORCA input format:
```
! wB97M-V def2-TZVPD RIJCOSX def2/J DEFGRID3
* xyz 2 3
Mo 0.41 0.53 -2.16
O 2.85 -2.23 -3.92
C 2.07 -1.28 -3.70
O 2.16 -0.56 -2.71
C 1.08 -0.91 -4.74
C 1.02 -1.29 -6.05
C 0.17 -0.55 -6.89
C -0.49 0.56 -6.42
C -0.34 0.88 -5.07
N 0.36 0.10 -4.28
C -0.78 2.13 -4.34
O -1.51 2.94 -4.81
O -0.21 2.20 -3.13
H 3.46 -2.35 -3.17
H 1.62 -2.11 -6.43
H 0.08 -0.83 -7.94
H -1.08 1.20 -7.06
C -1.94 4.45 4.74
S -0.19 4.29 4.35
C 0.01 2.50 4.59
C -0.16 1.70 3.30
C 0.93 2.03 2.29
N 0.66 1.44 0.96
P -0.03 2.16 -0.38
C -0.03 3.92 -0.30
C -1.03 4.56 0.43
C -0.99 5.93 0.57
C 0.04 6.66 -0.02
C 1.04 6.02 -0.76
C 1.00 4.64 -0.90
C -1.72 1.50 -0.56
C -2.18 0.56 0.38
C -3.47 0.08 0.31
C -4.33 0.53 -0.69
C -3.90 1.49 -1.60
C -2.61 1.98 -1.53
P 1.29 0.02 0.29
C 1.03 -1.25 1.53
C 1.92 -1.32 2.61
C 1.66 -2.18 3.66
C 0.52 -2.97 3.65
C -0.36 -2.93 2.57
C -0.10 -2.07 1.51
C 3.06 0.24 0.12
C 3.88 -0.89 -0.01
C 5.24 -0.72 -0.23
C 5.78 0.55 -0.35
C 4.96 1.67 -0.23
C 3.60 1.51 0.00
H -2.21 5.50 4.57
H -2.13 4.22 5.79
H -2.56 3.82 4.10
H -0.72 2.18 5.33
H 0.99 2.33 5.03
H -1.13 1.93 2.86
H -0.14 0.63 3.52
H 1.91 1.68 2.62
H 0.99 3.11 2.16
H -1.84 3.99 0.88
H -1.75 6.44 1.14
H 0.07 7.73 0.09
H 1.83 6.59 -1.22
H 1.77 4.14 -1.48
H -1.53 0.25 1.18
H -3.81 -0.62 1.06
H -5.34 0.16 -0.73
H -4.58 1.86 -2.35
H -2.30 2.76 -2.22
H 2.82 -0.70 2.63
H 2.35 -2.23 4.50
H 0.32 -3.65 4.47
H -1.23 -3.57 2.53
H -0.77 -2.07 0.67
H 3.46 -1.88 0.08
H 5.88 -1.59 -0.31
H 6.84 0.68 -0.52
H 5.39 2.67 -0.31
H 2.98 2.39 0.11
C -0.29 -6.53 1.06
C -1.40 -5.52 1.14
C -2.33 -5.54 2.17
C -3.34 -4.59 2.23
Cl -4.48 -4.63 3.53
C -3.45 -3.63 1.26
C -2.52 -3.59 0.22
C -1.52 -4.54 0.16
O -0.53 -4.62 -0.81
C -0.53 -3.74 -1.90
C 0.18 -2.43 -1.57
O 1.18 -2.41 -0.88
O -0.37 -1.35 -2.11
H -0.34 -7.22 1.91
H 0.68 -6.04 1.07
H -0.35 -7.11 0.14
H -2.27 -6.29 2.94
H -4.26 -2.92 1.30
H -2.61 -2.81 -0.53
H -1.52 -3.57 -2.32
H 0.07 -4.22 -2.67
*
```

## Properties
- ΔE to the lowest compared entry with this formula, charge and spin: 107.63 kJ/mol
- Gap between HOMO and LUMO (spin up / spin down): 6.06 / 5.48 eV
- LUMO level (spin up / spin down): -6.509 / -7.090 eV

=====

[7]
Density functional theory data (ωB97M-V/def2-TZVPD) for C9H11BN2 as an isolated structure.

The geometry in ORCA input format:
```
! wB97M-V def2-TZVPD RIJCOSX def2/J DEFGRID3
* xyz 0 1
B 0.75 -0.87 -0.21
C 1.32 -2.75 -0.93
C 0.39 -2.24 -1.86
C -0.81 2.41 2.16
C 0.20 2.58 1.25
C -1.35 1.13 2.34
C 0.69 1.49 0.57
C -0.96 0.02 1.58
C 0.22 0.13 0.77
N 1.70 -1.90 0.07
N 0.14 -0.90 -1.54
C -0.77 0.00 -2.15
H 1.74 -3.80 -0.89
H 0.26 -2.67 -2.86
H -1.02 3.31 2.71
H 0.66 3.57 1.03
H -2.37 0.97 2.81
H 1.30 1.83 -0.35
H -1.42 -0.94 1.51
H 2.28 -2.05 0.89
H -0.46 0.99 -1.90
H -1.73 -0.18 -1.75
H -0.75 -0.11 -3.27
*
```

## Properties
- ΔE to the lowest compared entry with this formula, charge and spin: 128.83 kJ/mol
- Gap between HOMO and LUMO: 8.00 eV
- LUMO level: 0.701 eV

=====

[8]
Density functional theory data (ωB97M-V/def2-TZVPD) for an isolated ion of composition C5H10NO and charge +1.

The geometry in ORCA input format:
```
! wB97M-V def2-TZVPD RIJCOSX def2/J DEFGRID3
* xyz 1 1
C -1.96 -0.81 -0.13
C -0.95 0.02 0.13
N -0.87 1.32 -0.54
C 0.19 -0.17 1.13
C 1.55 -0.61 0.49
C 1.73 -0.41 -1.06
O 1.48 0.69 -1.49
H -2.75 -0.44 -0.79
H -2.25 -1.54 0.61
H 0.07 1.56 -0.91
H -1.02 2.12 0.10
H -1.56 1.59 -1.26
H -0.09 -0.93 1.87
H 0.15 0.76 1.72
H 2.43 -0.23 1.00
H 1.62 -1.68 0.69
H 2.22 -1.25 -1.57
*
```

## Properties
- ΔE to the lowest compared entry with this formula, charge and spin: 190.31 kJ/mol
- Gap between HOMO and LUMO: 10.96 eV
- LUMO level: -3.457 eV

=====

[9]
Density functional theory data (ωB97M-V/def2-TZVPD) for a 2-piece molecular cluster, C9H14S overall.

The geometry in ORCA input format:
```
! wB97M-V def2-TZVPD RIJCOSX def2/J DEFGRID3
* xyz 0 1
C 0.81 2.22 1.48
C 1.81 1.15 1.13
C 2.91 0.87 1.90
C 3.77 -0.17 1.52
C 3.52 -0.95 0.42
C 2.39 -0.64 -0.34
C 1.57 0.43 -0.06
H 0.83 2.53 2.53
H -0.20 1.95 1.20
H 1.06 3.14 0.94
H 3.17 1.39 2.81
H 4.67 -0.32 2.09
H 4.00 -1.88 0.16
H 2.05 -1.23 -1.18
H 0.68 0.70 -0.60
C -2.91 -1.60 -0.03
C -4.09 -1.11 -0.89
S -3.65 -0.17 -2.36
H -2.61 -0.86 0.71
H -2.01 -1.83 -0.63
H -3.12 -2.57 0.40
H -4.56 -1.99 -1.29
H -4.71 -0.48 -0.27
H -2.64 0.65 -2.06
*
```

## Properties
- ΔE to the lowest compared entry with this formula, charge and spin: 49.56 kJ/mol
- Gap between HOMO and LUMO: 9.77 eV
- LUMO level: 0.758 eV

=====

[10]
Density functional theory data (ωB97M-V/def2-TZVPD) for a 9-piece molecular cluster, C9H35NO9 overall.

The geometry in ORCA input format:
```
! wB97M-V def2-TZVPD RIJCOSX def2/J DEFGRID3
* xyz 0 1
C -1.35 -0.64 2.19
C -1.08 0.80 1.90
C -1.50 1.62 3.22
C 0.46 0.83 1.69
C 0.95 2.14 1.07
C 0.18 2.44 -0.20
C -1.35 2.54 0.00
C -1.61 3.91 0.70
C -1.98 2.66 -1.46
N -1.77 1.30 0.69
O -3.19 1.23 0.86
H -0.99 -1.02 3.15
H -2.44 -0.73 2.28
H -1.12 -1.37 1.42
H -0.96 2.55 3.34
H -2.56 1.83 3.27
H -1.35 0.99 4.10
H 0.81 0.81 2.72
H 0.85 -0.03 1.15
H 0.82 2.97 1.77
H 2.03 2.13 0.91
H 0.48 1.73 -0.98
H 0.66 3.34 -0.58
H -1.00 4.64 0.17
H -1.32 4.01 1.75
H -2.60 4.33 0.54
H -2.14 3.70 -1.74
H -2.95 2.16 -1.50
H -1.39 2.09 -2.18
H -3.38 0.55 0.22
O 1.81 -5.16 0.64
H 0.92 -5.33 0.33
H 2.37 -5.52 -0.04
O 2.57 -3.16 2.02
H 2.12 -2.44 1.56
H 2.21 -3.95 1.63
O 4.23 -2.86 -0.38
H 4.08 -3.09 0.53
H 3.47 -2.33 -0.63
O 2.70 -1.09 -2.21
H 2.54 -0.24 -2.61
H 2.12 -1.70 -2.67
O 0.19 0.12 -3.48
H 0.35 -0.76 -3.82
H -0.51 0.01 -2.84
O -1.39 -0.40 -1.51
H -2.25 -0.18 -1.88
H -1.10 0.41 -1.08
O 0.56 -2.39 -0.32
H 0.94 -2.72 -1.14
H -0.01 -1.67 -0.59
O 0.84 -2.68 -3.82
H 0.32 -3.27 -4.37
H 1.72 -3.07 -3.81
*
```

## Properties
- ΔE to the lowest compared entry with this formula, charge and spin: 84.06 kJ/mol
- Gap between HOMO and LUMO: 8.74 eV
- LUMO level: -0.195 eV

=====

| no. | strongest force on any atom (eV/Å) | E (eV) |
| --- | --- | --- |
| 1 | 1.127 | -8897.77275 |
| 2 | 1.868 | -6151.41343 |
| 3 | 1.246 | -207598.25572 |
| 4 | 3.886 | -29095.61572 |
| 5 | 17.897 | -112283.35198 |
| 6 | 2.232 | -107386.19755 |
| 7 | 4.630 | -13167.70603 |
| 8 | 3.555 | -8876.60780 |
| 9 | 1.829 | -20394.77230 |
| 10 | 2.605 | -29817.00172 |